[1]
Below is a molecular structure, C48H132BaN9O16, with properties calculated with ωB97M-V/def2-TZVPD.

net charge	+2
2S+1	2
LUMO level (alpha / beta)	-5.435 / -7.497	eV

Each line ends with the Mulliken spin population.
Cartesian coordinates (Å):
Ba (3.313, -0.141, 2.083)  0.01
C (2.173, 0.013, -1.376)  0.02
C (0.634, 0.186, -1.033)  -0.07
C (-0.001, -1.095, -1.645)  0.03
C (-1.518, -1.285, -1.346)  -0.01
C (-1.703, -1.221, 0.163)  0.00
C (-0.997, 0.035, 0.904)  -0.06
N (0.371, 0.288, 0.403)  0.50
O (1.099, 1.427, 1.077)  0.37
C (-0.924, -0.367, 2.435)  0.06
C (-1.952, 1.263, 0.753)  0.09
C (0.006, 1.491, -1.759)  0.06
H (2.675, -0.492, -0.551)  0.01
H (2.710, 0.896, -1.722)  0.00
H (2.302, -0.690, -2.198)  0.00
H (0.583, -1.888, -1.177)  -0.03
H (0.171, -1.221, -2.714)  0.00
H (-1.719, -2.296, -1.700)  0.00
H (-2.157, -0.568, -1.861)  0.00
H (-1.246, -2.121, 0.574)  0.00
H (-2.776, -1.323, 0.327)  0.00
H (-1.945, -0.541, 2.776)  0.00
H (-0.546, 0.405, 3.104)  -0.01
H (-0.390, -1.307, 2.579)  0.01
H (-2.398, 1.433, -0.227)  0.00
H (-1.455, 2.170, 1.097)  0.00
H (-2.769, 1.141, 1.464)  -0.01
H (-1.073, 1.430, -1.906)  0.00
H (0.539, 1.617, -2.701)  0.00
H (0.228, 2.378, -1.165)  0.01
C (-5.507, 1.185, 3.722)  0.00
O (-6.596, 0.308, 3.927)  0.00
H (-4.723, 1.008, 4.458)  0.00
H (-5.154, 1.133, 2.692)  0.00
H (-5.799, 2.211, 3.946)  0.00
H (-7.281, 0.781, 4.404)  0.00
C (-1.374, 3.042, 3.733)  0.00
O (-0.119, 3.142, 3.089)  0.01
H (-1.591, 3.911, 4.354)  0.00
H (-2.207, 2.940, 3.038)  0.00
H (-1.501, 2.131, 4.319)  0.00
H (-0.024, 2.541, 2.346)  -0.01
C (-2.338, -0.081, -4.742)  0.00
O (-2.559, -0.241, -6.115)  0.00
H (-1.942, 0.934, -4.723)  0.00
H (-3.235, -0.200, -4.134)  0.00
H (-1.593, -0.757, -4.324)  0.00
H (-1.760, -0.019, -6.599)  0.00
C (-0.151, -2.882, -5.639)  0.00
O (0.758, -3.873, -5.963)  0.00
H (-0.010, -2.635, -4.587)  0.00
H (0.103, -1.963, -6.167)  0.00
H (-1.203, -3.078, -5.845)  0.00
H (0.347, -4.455, -6.607)  0.00
C (1.646, -4.475, -2.279)  0.00
O (2.746, -3.564, -2.215)  0.00
H (1.965, -5.449, -2.651)  0.00
H (1.486, -4.695, -1.223)  0.00
H (0.719, -4.078, -2.692)  0.00
H (2.682, -3.074, -1.392)  0.00
C (-1.601, 5.075, 0.059)  0.00
C (-2.392, 4.426, -1.064)  0.00
C (-3.790, 5.064, -1.225)  0.00
O (-4.515, 5.104, -0.003)  0.00
C (-4.713, 3.921, 0.725)  0.00
N (-1.547, 4.512, -2.214)  0.00
H (-1.581, 6.162, -0.015)  0.00
H (-0.615, 4.650, 0.245)  0.00
H (-2.103, 4.897, 1.010)  0.00
H (-2.404, 3.382, -0.751)  0.00
H (-4.447, 4.438, -1.827)  0.00
H (-3.791, 6.078, -1.625)  0.00
H (-3.804, 3.340, 0.879)  0.00
H (-5.359, 3.215, 0.203)  0.00
H (-5.143, 4.145, 1.701)  0.00
H (-1.214, 5.461, -2.307)  0.00
H (-0.669, 4.036, -2.064)  0.00
C (6.328, 3.092, -0.161)  0.00
C (5.404, 1.934, 0.124)  0.00
C (6.076, 0.573, -0.119)  0.00
O (5.173, -0.504, -0.031)  0.00
C (5.783, -1.775, -0.334)  0.00
N (4.967, 2.007, 1.496)  0.00
H (5.712, 3.989, -0.224)  0.00
H (6.824, 3.045, -1.131)  0.00
H (7.049, 3.317, 0.625)  0.00
H (4.567, 1.981, -0.573)  0.00
H (6.958, 0.458, 0.511)  0.00
H (6.437, 0.634, -1.146)  0.00
H (6.871, -1.708, -0.325)  0.00
H (5.409, -2.063, -1.316)  0.00
H (5.639, -2.610, 0.352)  0.00
H (5.755, 2.241, 2.083)  0.00
H (4.291, 2.750, 1.601)  0.00
C (2.936, 2.932, 5.827)  0.00
C (3.021, 1.664, 4.982)  0.00
C (2.202, 0.432, 5.530)  0.00
O (2.089, -0.553, 4.472)  0.00
C (1.488, -1.689, 4.983)  0.00
N (2.656, 2.078, 3.640)  0.00
H (1.981, 3.374, 6.114)  0.00
H (3.565, 3.716, 5.406)  0.00
H (3.289, 2.840, 6.855)  0.00
H (4.083, 1.455, 4.852)  0.00
H (1.228, 0.668, 5.958)  0.00
H (2.720, -0.011, 6.380)  0.00
H (2.254, -2.160, 5.599)  0.00
H (1.264, -2.343, 4.141)  0.00
H (0.556, -1.491, 5.512)  0.00
H (3.158, 2.892, 3.314)  0.00
H (1.694, 2.383, 3.673)  0.00
C (3.643, -2.970, -7.198)  0.00
C (4.154, -2.946, -5.723)  0.00
C (3.706, -1.634, -5.095)  0.00
O (4.013, -0.493, -5.794)  0.00
C (3.654, 0.554, -4.960)  0.00
N (3.599, -4.117, -5.078)  0.00
H (4.023, -2.132, -7.781)  0.00
H (2.560, -2.989, -7.320)  0.00
H (3.986, -3.816, -7.794)  0.00
H (5.225, -3.060, -5.888)  0.00
H (4.166, -1.639, -4.107)  0.00
H (2.623, -1.606, -4.975)  0.00
H (2.624, 0.645, -4.616)  0.00
H (3.759, 1.449, -5.574)  0.00
H (4.341, 0.756, -4.138)  0.00
H (3.710, -4.071, -4.076)  0.00
H (2.595, -4.117, -5.181)  0.00
C (5.270, 4.002, -3.693)  0.00
C (4.096, 4.865, -3.306)  0.00
C (2.735, 4.185, -3.471)  0.00
O (2.539, 3.750, -4.851)  0.00
C (1.162, 3.814, -5.298)  0.00
N (4.201, 5.186, -1.862)  0.00
H (6.272, 4.350, -3.440)  0.00
H (5.209, 3.818, -4.765)  0.00
H (5.232, 2.955, -3.392)  0.00
H (4.084, 5.782, -3.895)  0.00
H (1.951, 4.850, -3.109)  0.00
H (2.605, 3.327, -2.812)  0.00
H (1.168, 3.612, -6.369)  0.00
H (0.818, 4.844, -5.211)  0.00
H (0.540, 3.208, -4.640)  0.00
H (3.589, 5.944, -1.596)  0.00
H (3.959, 4.397, -1.279)  0.00
C (-1.261, -3.140, 8.875)  0.00
C (-0.799, -2.008, 7.962)  0.00
C (-1.873, -0.916, 7.763)  0.00
O (-2.950, -1.307, 6.915)  0.00
C (-2.617, -1.512, 5.516)  0.00
N (0.410, -1.435, 8.563)  0.00
H (-1.668, -2.789, 9.823)  0.00
H (-0.447, -3.828, 9.106)  0.00
H (-2.060, -3.638, 8.327)  0.00
H (-0.623, -2.364, 6.947)  0.00
H (-1.412, 0.011, 7.421)  0.00
H (-2.322, -0.617, 8.710)  0.00
H (-2.363, -2.568, 5.423)  0.00
H (-1.982, -0.720, 5.121)  0.00
H (-3.550, -1.445, 4.955)  0.00
H (1.025, -2.231, 8.472)  0.00
H (0.082, -1.370, 9.516)  0.00
C (-1.256, -5.149, 0.195)  0.00
C (-1.972, -5.466, 1.533)  0.00
C (-3.482, -5.685, 1.309)  0.00
O (-4.181, -4.449, 0.969)  0.00
C (-4.481, -3.621, 2.076)  0.00
N (-1.379, -6.654, 2.080)  0.00
H (-1.584, -4.219, -0.269)  0.00
H (-1.492, -5.989, -0.458)  0.00
H (-0.195, -4.975, 0.377)  0.00
H (-1.894, -4.648, 2.249)  0.00
H (-4.018, -6.133, 2.146)  0.00
H (-3.605, -6.337, 0.444)  0.00
H (-3.537, -3.279, 2.501)  0.00
H (-5.074, -4.163, 2.813)  0.00
H (-5.023, -2.736, 1.743)  0.00
H (-1.948, -7.010, 2.835)  0.00
H (-1.360, -7.359, 1.357)  0.00
C (-7.795, -2.650, -4.508)  0.00
C (-7.898, -3.611, -3.332)  0.00
C (-6.670, -3.781, -2.438)  0.00
O (-5.495, -4.246, -3.132)  0.00
C (-4.317, -4.211, -2.305)  0.00
N (-8.930, -3.099, -2.486)  0.00
H (-8.713, -2.548, -5.088)  0.00
H (-7.128, -3.043, -5.275)  0.00
H (-7.428, -1.684, -4.161)  0.00
H (-8.115, -4.636, -3.630)  0.00
H (-6.968, -4.469, -1.646)  0.00
H (-6.390, -2.843, -1.960)  0.00
H (-4.061, -3.212, -1.951)  0.00
H (-3.510, -4.563, -2.946)  0.00
H (-4.368, -4.963, -1.518)  0.00
H (-9.164, -3.748, -1.749)  0.00
H (-8.655, -2.269, -1.981)  0.00
C (2.463, 4.786, 0.950)  0.00
C (3.790, 5.277, 1.659)  0.00
O (4.079, 4.461, 2.833)  0.00
O (2.713, 3.760, 0.031)  0.01
H (1.982, 5.596, 0.400)  0.00
H (1.806, 4.466, 1.759)  0.00
H (3.670, 6.276, 2.076)  0.00
H (4.563, 5.323, 0.892)  0.00
H (4.917, 4.674, 3.251)  0.00
H (1.945, 3.185, 0.037)  0.00



[2]
Below is 3 unconnected molecules or ions with the total composition C2H2FI3O, with properties calculated with ωB97M-V/def2-TZVPD.

energy relative to the best compared isomer or geometry (same formula, charge and spin)	2.129	eV
LUMO level (alpha / beta)	-3.565 / -3.064	eV

Each line ends with the Mulliken charge.
Cartesian coordinates (Å):
C (-0.362, -0.405, 0.576)  -0.79
C (-0.165, 0.141, -0.604)  0.42
O (1.027, 0.437, -1.006)  -0.37
F (-1.207, 0.543, -1.358)  -0.24
I (-2.250, -1.016, 1.229)  0.07
I (0.801, -3.394, -1.175)  0.02
I (0.646, 2.720, 2.071)  0.03
H (0.400, -0.444, 1.408)  0.52
H (1.110, 1.418, -1.141)  0.35



One value per record, in order, for M: 1228.96 441.75 g/mol.
One value per record, in order, for total energy: -3629.31977 -1145.50704 Ha.